No. 1
{
  "formula": "C20H30Br3ClIN4",
  "method": "ωB97M-V with the def2-TZVPD basis set",
  "species": ["C", "C", "C", "C", "C", "Br", "C", "C", "Br", "N", "Br", "C", "N", "C", "Cl", "C", "C", "N", "C", "I", "C", "C", "H", "H", "H", "H", "H", "H", "H", "H", "H", "H", "H", "H", "H", "H", "H", "C", "C", "N", "C", "C", "C", "C", "H", "H", "H", "H", "H", "H", "H", "H", "H", "H", "H", "H", "H", "H", "H"],
  "coordinates": [[6.780, -2.285, 0.889], [6.946, -0.880, 0.817], [6.613, 0.750, 0.650], [5.369, 1.037, -0.424], [5.814, 0.369, -1.837], [7.761, 0.159, -2.441], [4.875, -0.146, -2.915], [3.257, -0.096, -2.750], [5.551, -0.963, -4.659], [3.983, 0.936, 0.151], [3.742, 0.132, 1.823], [3.173, 2.156, -0.197], [1.840, 2.462, -0.146], [0.841, 1.477, 0.395], [0.545, -0.034, -0.627], [-0.621, 2.296, 0.411], [-1.877, 1.218, 0.422], [3.987, 3.313, -0.731], [5.386, 2.665, -0.810], [6.537, 4.053, 0.426], [5.794, 3.082, -2.363], [6.262, 3.190, -3.704], [6.713, -3.475, 0.861], [7.647, 1.214, 0.276], [6.428, 1.273, 1.704], [2.986, -0.805, -1.835], [2.776, 0.968, -2.683], [2.749, -0.620, -3.695], [1.527, 3.422, -0.441], [1.050, 1.258, 1.551], [-0.692, 3.082, 1.275], [-0.686, 2.841, -0.649], [-2.869, 1.725, 0.832], [-2.160, 0.829, -0.667], [-1.649, 0.301, 1.146], [3.656, 3.786, -1.600], [6.884, 3.449, -4.680], [-3.694, -3.129, 0.324], [-4.621, -2.729, 1.471], [-5.239, -1.411, 1.301], [-5.881, -0.910, 2.519], [-7.079, -1.686, 3.055], [-5.996, -1.203, 0.065], [-7.153, -2.154, -0.225], [-2.926, -2.368, 0.152], [-3.187, -4.069, 0.569], [-4.245, -3.289, -0.607], [-4.009, -2.717, 2.381], [-5.372, -3.513, 1.608], [-6.177, 0.137, 2.370], [-5.122, -0.873, 3.312], [-7.972, -1.520, 2.450], [-7.316, -1.342, 4.068], [-6.889, -2.761, 3.114], [-5.296, -1.256, -0.779], [-6.371, -0.173, 0.034], [-6.894, -3.200, -0.047], [-7.443, -2.066, -1.278], [-8.036, -1.907, 0.368]],
  "mol_weight_g_mol": 728.56,
  "orbital_gap_ev": 5.21,
  "homo_energy_ev": -9.73,
  "charge": 1,
  "lumo_ha": -0.166
}

No. 2
{
  "formula": "C4H7NO2",
  "method": "ωB97M-V with the def2-TZVPD basis set",
  "species": ["C", "N", "C", "C", "O", "C", "O", "H", "H", "H", "H", "H", "H", "H"],
  "coordinates": [[2.360, 0.178, -0.597], [1.886, -0.906, 0.220], [0.819, -1.239, 0.673], [-0.880, 1.098, 0.045], [-1.833, 0.344, -0.455], [-2.605, -0.488, 0.144], [-0.127, -1.719, 1.190], [1.594, 0.504, -1.307], [2.641, 1.030, 0.032], [3.248, -0.149, -1.143], [-0.523, 1.854, -0.640], [-0.822, 1.195, 1.125], [-3.243, -1.073, -0.502], [-2.516, -0.628, 1.215]],
  "mol_weight_g_mol": 101.10,
  "de_lowest_kj_mol": 450.4,
  "orbital_gap_ev": [8.46, 8.02],
  "homo_energy_ev": [-7.68, -7.49],
  "charge": 0,
  "lumo_ha": [0.029, 0.019]
}

No. 3
{
  "formula": "CH5N3O2",
  "method": "ωB97M-V with the def2-TZVPD basis set",
  "species": ["C", "N", "N", "N", "O", "O", "H", "H", "H", "H", "H"],
  "coordinates": [[-0.759, 1.011, -0.036], [-0.484, -1.344, -0.478], [0.147, -0.068, 0.289], [1.492, 0.050, 0.096], [1.947, 1.160, 0.083], [2.103, -1.027, 0.259], [-1.729, 0.768, 0.366], [-0.377, 1.718, 0.595], [-0.914, 1.234, -1.110], [0.016, -2.192, -0.037], [-1.442, -1.312, -0.026]],
  "mol_weight_g_mol": 91.07,
  "de_lowest_kj_mol": 422.5,
  "orbital_gap_ev": 10.39,
  "homo_energy_ev": -10.14,
  "charge": 0,
  "smiles": "CN(N)[N+](=O)[O-]",
  "lumo_ha": 0.009
}

No. 4
{
  "formula": "C30H38Cl4F6N3O6S2SbSi3V",
  "method": "ωB97M-V with the def2-TZVPD basis set",
  "species": ["V", "Cl", "C", "C", "Cl", "C", "Cl", "C", "O", "C", "O", "C", "Cl", "F", "C", "F", "F", "S", "O", "O", "N", "S", "O", "O", "C", "F", "F", "F", "C", "Sb", "C", "C", "C", "C", "C", "C", "N", "Si", "C", "C", "C", "C", "C", "C", "C", "C", "C", "N", "Si", "C", "C", "C", "Si", "C", "C", "C", "H", "H", "H", "H", "H", "H", "H", "H", "H", "H", "H", "H", "H", "H", "H", "H", "H", "H", "H", "H", "H", "H", "H", "H", "H", "H", "H", "H", "H", "H", "H", "H", "H", "H", "H", "H", "H", "H"],
  "coordinates": [[-0.061, -0.436, 0.560], [-2.561, 6.420, -0.082], [-1.442, 5.092, 0.013], [-0.094, 5.309, -0.108], [0.492, 6.924, -0.385], [0.810, 4.245, 0.000], [2.503, 4.597, -0.133], [0.382, 2.924, 0.219], [1.119, 1.898, 0.421], [-1.057, 2.688, 0.262], [-1.387, 1.428, 0.353], [-1.915, 3.781, 0.208], [-3.635, 3.613, 0.429], [1.314, 2.792, 4.664], [2.165, 2.442, 3.680], [2.100, 3.358, 2.725], [3.406, 2.457, 4.198], [1.761, 0.727, 3.065], [0.370, 0.766, 2.677], [2.068, -0.118, 4.187], [2.803, 0.416, 1.960], [3.219, 0.727, 0.464], [2.458, -0.062, -0.478], [3.811, 1.979, 0.142], [4.780, -0.295, 0.604], [5.584, 0.135, 1.588], [4.566, -1.603, 0.801], [5.478, -0.188, -0.551], [-3.296, -3.044, -2.546], [-1.614, -1.797, -1.948], [-2.080, -1.163, 0.009], [-2.504, -2.118, 1.020], [-3.714, -2.834, 0.996], [-4.065, -3.619, 2.073], [-3.204, -3.696, 3.168], [-2.032, -2.965, 3.115], [-1.686, -2.199, 2.088], [-3.185, 0.366, -0.036], [-3.033, 1.208, -1.764], [-5.040, -0.193, -0.464], [-3.565, 0.654, 1.819], [0.033, -3.445, -1.824], [0.970, -3.249, -0.663], [2.117, -4.046, -0.534], [2.851, -4.041, 0.636], [2.437, -3.245, 1.700], [1.357, -2.420, 1.477], [0.687, -2.390, 0.324], [0.947, -3.118, -3.471], [-0.246, -2.978, -4.936], [2.146, -4.493, -4.025], [1.955, -1.540, -3.332], [-0.599, -5.232, -1.642], [-1.412, -5.923, -3.209], [0.735, -6.551, -1.306], [-1.722, -5.425, -0.147], [-4.155, -2.375, -2.478], [-3.488, -3.913, -1.919], [-3.187, -3.354, -3.583], [-4.363, -2.744, 0.136], [-5.003, -4.163, 2.064], [-3.438, -4.291, 4.040], [-1.333, -2.983, 3.948], [-3.548, 0.586, -2.505], [-2.008, 1.367, -2.100], [-3.537, 2.173, -1.770], [-5.128, -0.817, -1.357], [-5.578, 0.733, -0.694], [-5.586, -0.683, 0.342], [-2.648, 0.702, 2.408], [-4.157, -0.201, 2.157], [-4.138, 1.552, 2.025], [2.397, -4.697, -1.348], [3.735, -4.660, 0.723], [2.960, -3.206, 2.644], [0.977, -1.788, 2.278], [-0.836, -3.880, -5.086], [0.357, -2.825, -5.834], [-0.928, -2.134, -4.855], [1.667, -5.469, -4.115], [3.026, -4.598, -3.394], [2.499, -4.215, -5.021], [1.323, -0.658, -3.222], [2.562, -1.410, -4.231], [2.624, -1.544, -2.472], [-0.660, -6.101, -3.979], [-2.203, -5.322, -3.638], [-1.835, -6.896, -2.947], [1.549, -6.590, -2.028], [0.208, -7.508, -1.353], [1.167, -6.466, -0.310], [-2.665, -4.887, -0.204], [-1.213, -5.070, 0.749], [-1.940, -6.486, -0.005]],
  "mol_weight_g_mol": 1113.55,
  "de_lowest_kj_mol": 299.2,
  "orbital_gap_ev": [5.47, 5.53],
  "homo_energy_ev": [-1.62, -1.69],
  "charge": -2,
  "spin_multiplicity": 4,
  "lumo_ha": [0.141, 0.141]
}

No. 5
{
  "formula": "C7H12FN3O4",
  "method": "ωB97M-V with the def2-TZVPD basis set",
  "species": ["C", "C", "C", "C", "C", "C", "C", "N", "N", "N", "O", "O", "O", "O", "F", "H", "H", "H", "H", "H", "H", "H", "H", "H", "H", "H", "H"],
  "coordinates": [[-0.771, -1.244, 1.512], [0.545, 2.306, -1.113], [-1.218, 0.517, -1.870], [1.456, 1.456, -0.279], [0.004, 1.383, -2.198], [-1.107, -0.104, 0.515], [0.160, -3.543, 1.619], [-0.992, -0.456, -0.746], [-1.546, 1.014, 0.947], [1.649, 1.467, 0.983], [-0.777, -1.018, 2.717], [2.426, 0.806, 1.668], [0.825, 2.414, 1.741], [-0.502, -2.453, 0.892], [-0.531, 2.234, -3.225], [-0.306, 2.493, -0.398], [1.213, 3.017, -1.445], [-1.918, 1.210, -1.561], [-1.407, -0.128, -2.721], [2.203, 0.671, -0.667], [0.838, 0.691, -2.569], [0.679, -2.928, 2.444], [0.684, -4.057, 0.768], [-0.674, -4.286, 1.996], [-0.496, -1.293, -0.932], [-1.508, 1.113, 1.889], [1.293, 2.623, 2.627]],
  "mol_weight_g_mol": 221.19,
  "orbital_gap_ev": 9.51,
  "homo_energy_ev": -9.00,
  "charge": 0,
  "smiles": "[H]/N=C(/NC[C@@H](F)C/C=[N+](/[O-])O)C(=O)OC",
  "lumo_ha": 0.019
}

Which of these has the highest charge? C20H30Br3ClIN4